[1]
Below is a 2-piece molecular cluster, C12H23NO4 overall, with properties calculated with ωB97M-V/def2-TZVPD.

XYZ file:
```
40
Properties=species:S:1:pos:R:3:mulliken_charge:R:1
C 0.13 2.24 0.54 -1.06
C -0.39 2.06 -0.89 -0.82
C -1.48 0.98 -1.08 0.47
C -1.31 -0.30 -0.23 -1.45
C -2.85 1.61 -0.82 0.02
C -4.02 0.89 -1.57 -1.00
N -5.22 1.38 -0.87 -0.50
C -4.77 1.16 0.49 0.26
O -5.32 0.53 1.28 -0.45
C -3.36 1.79 0.61 -0.77
H 0.65 3.19 0.58 0.42
H 0.81 1.43 0.79 0.19
H -0.71 2.20 1.22 0.26
H -0.85 3.00 -1.16 0.37
H 0.43 1.92 -1.60 0.41
H -1.47 0.67 -2.12 0.51
H -1.32 -1.15 -0.90 0.30
H -0.38 -0.36 0.32 0.27
H -2.12 -0.46 0.46 0.37
H -2.91 2.62 -1.23 0.44
H -3.94 1.17 -2.61 0.44
H -4.02 -0.18 -1.43 0.38
H -5.22 2.39 -1.02 0.34
H -3.35 2.82 0.94 0.30
H -2.89 1.19 1.38 0.32
C 2.55 -4.10 1.34 -1.08
C 3.41 -3.14 2.13 -0.15
O 4.46 -2.58 1.32 -0.36
C 4.09 -1.59 0.50 0.79
O 2.98 -1.13 0.40 -0.55
O 5.16 -1.21 -0.20 -0.34
C 4.90 -0.20 -1.17 -0.61
H 3.17 -4.86 0.86 0.30
H 1.82 -4.58 1.99 0.36
H 2.01 -3.58 0.54 0.28
H 3.92 -3.66 2.93 0.29
H 2.82 -2.34 2.57 0.28
H 4.40 0.66 -0.73 0.28
H 4.30 -0.61 -1.99 0.28
H 5.87 0.12 -1.57 0.22
```

Values from the calculation:
Energy above the lowest of the compared OMol25 structures with the same formula, charge and spin, kcal per mole: 0.0
LUMO, eV: 0.72
SMILES string: CC[C@@H](C)[C@H]1CNC(=O)C1.CCOC(=O)OC

[2]
Below is C12H24BCrMnN8O28S as an isolated structure, with properties calculated with ωB97M-V/def2-TZVPD.

XYZ file:
```
76
Properties=species:S:1:pos:R:3:mulliken_charge:R:1
Mn -0.27 1.95 -0.86 1.42
Cr -0.83 -3.11 0.37 0.68
O 3.56 3.34 1.52 -0.61
C 3.94 2.94 0.45 0.69
O 5.13 2.86 -0.04 -0.45
B 5.10 2.41 -1.47 1.05
O 3.65 2.28 -1.75 -0.32
C 2.96 2.64 -0.74 -0.05
O 1.76 2.77 -0.65 -0.61
O 5.76 1.12 -1.63 -0.49
C 6.44 1.11 -2.79 0.59
O 7.00 0.20 -3.28 -0.55
C 6.48 2.59 -3.27 0.49
O 5.84 3.29 -2.36 -0.49
O 7.07 2.99 -4.21 -0.55
S -0.53 -0.50 0.05 2.61
O -1.39 0.19 -0.91 -0.70
O 0.13 -1.62 -0.65 -0.94
O 0.35 0.59 0.52 -0.41
O -1.19 -1.24 1.13 -0.29
C -3.27 -1.14 -2.72 -0.47
N -3.43 -2.35 -1.89 0.88
O -4.55 -2.80 -1.80 -0.50
O -2.50 -2.82 -1.24 -0.40
H -2.24 -0.94 -2.97 0.03
H -3.74 -0.34 -2.15 0.07
H -3.86 -1.19 -3.63 0.40
C -4.55 -4.61 2.12 -0.75
N -3.08 -4.79 2.15 0.74
O -2.60 -5.77 2.63 -0.44
O -2.43 -3.86 1.64 -0.30
H -4.85 -3.65 2.52 0.27
H -5.02 -5.48 2.55 0.34
H -4.80 -4.62 1.05 0.30
C -4.49 3.13 -1.54 -0.61
N -3.15 3.65 -1.18 0.64
O -2.30 2.82 -0.85 -0.35
O -3.00 4.82 -1.13 -0.45
H -4.45 2.08 -1.24 0.08
H -4.60 3.18 -2.62 0.32
H -5.23 3.71 -1.00 0.32
C 0.65 2.92 3.31 -0.59
N -0.64 3.12 2.61 0.75
O -1.67 3.25 3.24 -0.50
O -0.65 3.04 1.38 -0.32
H 0.90 3.88 3.75 0.31
H 1.39 2.60 2.58 0.11
H 0.53 2.17 4.09 0.29
C 3.43 -0.93 -0.71 -0.28
N 3.77 -2.15 0.08 1.02
O 4.26 -3.09 -0.50 -0.58
O 3.63 -2.09 1.29 -0.59
H 3.21 -0.15 0.01 0.07
H 2.59 -1.21 -1.33 -0.12
H 4.30 -0.74 -1.34 0.38
C 0.96 -1.45 3.60 -0.70
N 1.02 -2.88 3.17 0.92
O 0.28 -3.31 2.29 -0.58
O 1.85 -3.52 3.74 -0.44
H 0.53 -1.41 4.60 0.39
H 0.37 -0.83 2.94 0.02
H 1.96 -1.05 3.76 0.33
C 1.06 -1.13 -3.87 -0.55
N 1.61 0.18 -3.44 0.87
O 2.74 0.40 -3.76 -0.41
O 0.90 0.95 -2.82 -0.46
H 0.26 -1.35 -3.17 -0.11
H 1.81 -1.92 -3.89 0.30
H 0.59 -1.09 -4.86 0.35
C -3.31 0.02 2.74 -0.37
N -3.81 0.57 1.46 1.08
O -4.07 -0.19 0.55 -0.57
O -3.93 1.78 1.41 -0.55
H -2.26 0.29 2.66 0.02
H -3.34 -1.06 2.72 -0.04
H -3.76 0.55 3.56 0.38
```

Values from the calculation:
Spin multiplicity: 10
Total charge: +1
Expectation value of S²: 24.762
LUMO (spin up / spin down), eV: -4.34 / -4.37

[3]
Below is C12H24BrCeO6 as an isolated structure, with properties calculated with ωB97M-V/def2-TZVPD.

XYZ file:
```
44
Properties=species:S:1:pos:R:3:mulliken_charge:R:1
Ce 0.11 -0.26 0.71 1.45
C -0.74 -3.46 -0.67 -0.43
C -2.01 -3.01 0.03 -0.80
O -2.04 -1.55 0.17 -0.19
C -3.02 -0.88 -0.64 -0.44
C -2.37 0.16 -1.49 -0.41
O -1.52 1.00 -0.66 -0.25
C -1.82 2.44 -0.30 -0.41
C -1.88 2.52 1.22 -0.57
O -0.65 1.99 1.79 -0.19
C 0.45 2.88 2.07 -0.53
C 1.23 3.12 0.84 -0.58
O 1.44 1.83 0.14 -0.21
C 2.85 1.52 -0.03 -0.58
C 2.99 0.29 -0.90 -0.66
O 2.32 -0.81 -0.25 -0.15
C 2.47 -2.05 -1.01 -0.60
C 1.73 -3.11 -0.28 -0.61
O 0.38 -2.65 -0.11 -0.27
H -0.67 -3.23 -1.75 0.30
H -0.51 -4.51 -0.41 0.44
H -1.87 -3.38 1.07 0.32
H -2.87 -3.49 -0.39 0.54
H -3.78 -0.47 0.11 0.23
H -3.53 -1.63 -1.24 0.53
H -3.15 0.84 -1.96 0.39
H -1.69 -0.31 -2.26 0.18
H -2.75 2.77 -0.74 0.56
H -0.99 3.11 -0.58 0.11
H -2.72 1.91 1.57 0.28
H -2.10 3.56 1.56 0.43
H 1.02 2.34 2.85 0.25
H 0.04 3.79 2.57 0.40
H 2.20 3.51 1.10 0.58
H 0.75 3.80 0.14 0.22
H 3.29 1.33 0.99 0.40
H 3.38 2.43 -0.44 0.46
H 4.03 -0.01 -1.03 0.42
H 2.50 0.45 -1.92 0.34
H 3.55 -2.34 -1.04 0.40
H 2.12 -1.94 -2.05 0.33
H 2.21 -3.31 0.74 0.26
H 1.74 -4.06 -0.86 0.49
Br -0.12 -1.12 3.37 -0.44
```

Values from the calculation:
Spin multiplicity: 2
Total charge: +2
Expectation value of S²: 0.751
LUMO (spin up / spin down), eV: -5.67 / -5.67

[4]
Below is a 6-piece molecular cluster, C12H24Cl12 overall, with properties calculated with ωB97M-V/def2-TZVPD.

XYZ file:
```
48
Properties=species:S:1:pos:R:3:mulliken_charge:R:1
Cl 9.90 1.00 -8.51 -0.17
C 8.48 0.25 -7.84 -0.45
C 7.28 1.26 -7.81 -0.43
Cl 7.40 2.46 -6.49 -0.17
H 8.72 -0.07 -6.83 0.29
H 8.38 -0.72 -8.33 0.31
H 6.35 0.70 -7.72 0.28
H 6.98 1.72 -8.75 0.34
Cl 6.86 4.51 5.34 -0.19
C 5.69 3.14 5.03 -0.43
C 5.30 2.49 6.37 -0.41
Cl 6.66 1.73 7.27 -0.17
H 6.34 2.44 4.50 0.28
H 4.89 3.54 4.40 0.33
H 4.65 1.63 6.23 0.29
H 4.80 3.25 6.98 0.32
Cl -5.82 -1.20 2.39 -0.20
C -6.44 -1.44 4.10 -0.42
C -7.60 -2.44 4.05 -0.38
Cl -9.13 -1.72 3.56 -0.17
H -6.65 -0.40 4.38 0.30
H -5.61 -1.74 4.74 0.29
H -7.75 -2.85 5.05 0.27
H -7.42 -3.32 3.43 0.32
Cl -0.20 0.14 -3.71 -0.19
C 0.41 0.41 -2.04 -0.48
C 1.92 0.78 -2.02 -0.35
Cl 2.96 -0.60 -2.24 -0.17
H 0.17 -0.47 -1.45 0.34
H -0.22 1.22 -1.69 0.28
H 2.13 1.18 -1.03 0.26
H 2.04 1.53 -2.80 0.31
Cl 0.80 -4.93 2.29 -0.17
C 0.45 -6.62 1.91 -0.43
C -1.01 -6.98 1.79 -0.45
Cl -1.86 -6.64 3.35 -0.18
H 0.79 -7.19 2.78 0.29
H 0.95 -6.88 0.97 0.30
H -1.22 -7.94 1.32 0.34
H -1.44 -6.32 1.03 0.30
Cl -6.69 6.21 -0.86 -0.16
C -7.24 4.56 -0.97 -0.40
C -7.72 4.16 -2.40 -0.44
Cl -6.42 3.61 -3.55 -0.18
H -7.83 4.21 -0.13 0.34
H -6.38 3.90 -0.82 0.26
H -8.18 5.06 -2.80 0.28
H -8.48 3.37 -2.46 0.31
```

Values from the calculation:
Energy above the lowest of the compared OMol25 structures with the same formula, charge and spin, kcal per mole: 53.5
LUMO, eV: 0.33
SMILES string: ClCCCl.ClCCCl.ClCCCl.ClCCCl.ClCCCl.ClCCCl

[5]
Below is C12H24F6NNaO18S6 as an isolated structure, with properties calculated with ωB97M-V/def2-TZVPD.

XYZ file:
```
68
Properties=species:S:1:pos:R:3:mulliken_charge:R:1
Na -7.10 -2.70 -3.56 0.99
C -9.39 -6.80 -0.13 0.69
F -10.56 -7.16 -0.54 -0.20
F -9.35 -5.47 0.22 -0.23
F -9.10 -7.55 0.94 -0.22
S -8.17 -7.11 -1.47 0.93
O -7.03 -6.21 -1.18 -0.67
O -7.83 -8.55 -1.48 -0.56
N -8.98 -6.40 -2.89 -0.51
S -9.43 -7.69 -3.68 1.05
O -8.30 -8.29 -4.35 -0.63
O -10.31 -8.51 -2.90 -0.59
C -10.39 -6.85 -5.13 0.61
F -10.76 -7.77 -6.04 -0.22
F -11.44 -6.17 -4.64 -0.22
F -9.63 -6.06 -5.82 -0.23
O -3.65 -4.79 -6.54 -0.55
S -2.22 -4.86 -6.25 1.07
O -1.22 -4.42 -7.22 -0.61
O -1.93 -4.05 -4.86 -0.25
C -0.58 -3.60 -4.64 -0.29
C -0.08 -4.29 -3.38 -1.06
C -1.97 -6.68 -5.78 -0.91
H -0.60 -2.53 -4.40 0.29
H 0.12 -3.60 -5.48 0.34
H -0.09 -3.60 -2.54 0.32
H 0.97 -4.52 -3.55 0.32
H -0.50 -5.22 -2.99 0.33
H -2.27 -7.21 -6.69 0.37
H -2.61 -6.89 -4.93 0.33
H -0.94 -6.93 -5.51 0.31
O -11.05 0.73 -2.67 -0.60
S -12.33 0.60 -1.90 1.08
O -12.44 0.74 -0.47 -0.58
O -13.46 1.57 -2.45 -0.27
C -13.03 2.42 -3.50 -0.25
C -14.20 3.18 -4.08 -1.17
C -13.16 -0.95 -2.48 -0.87
H -12.58 1.83 -4.30 0.31
H -12.12 2.95 -3.18 0.38
H -13.97 3.64 -5.04 0.36
H -14.76 3.81 -3.38 0.31
H -14.94 2.44 -4.37 0.32
H -14.15 -0.98 -2.02 0.32
H -12.53 -1.77 -2.15 0.36
H -13.12 -1.01 -3.56 0.30
C -4.50 3.77 0.09 -0.27
C -5.83 3.19 0.66 -0.25
O -5.52 1.97 1.34 -0.31
S -4.16 1.38 0.58 1.04
O -4.53 0.85 -0.76 -0.51
O -3.54 0.54 1.63 -0.51
O -3.53 2.85 0.32 -0.29
H -4.16 4.62 0.67 0.26
H -4.57 4.16 -0.92 0.28
H -6.56 3.00 -0.13 0.25
H -6.31 3.88 1.35 0.30
C -3.21 1.39 -8.64 -0.32
C -3.86 2.56 -9.40 -0.25
O -5.23 2.44 -9.03 -0.31
S -5.36 1.87 -7.47 1.06
O -6.26 0.75 -7.40 -0.51
O -5.47 2.98 -6.53 -0.52
O -3.79 1.32 -7.42 -0.27
H -2.13 1.43 -8.53 0.29
H -3.34 0.39 -9.05 0.29
H -3.87 2.48 -10.48 0.28
H -3.44 3.55 -9.24 0.27
```

Values from the calculation:
Energy above the lowest of the compared OMol25 structures with the same formula, charge and spin, kcal per mole: 143.2
LUMO, eV: -2.30